Record 1
A 2-piece molecular cluster, C30H29N2O overall in a non-equilibrium geometry. Source: the OMol25 dataset; level of theory: wB97M-V/def2-TZVPD.

The geometry in XYZ format:
```
62
Properties=species:S:1:pos:R:3:forces:R:3
O 2.28545 2.76902 -9.25706 0.1 -0.5 1.1
N 2.34128 2.84493 0.10539 -0.1 0.2 -0.3
N 3.59427 1.04646 0.19398 0.1 -0.1 -0.3
C 0.41469 -0.35567 -3.64982 -0.5 -0.5 0.4
C 3.10933 1.25678 1.48008 0.0 0.0 0.4
C 1.69664 4.01788 -0.41733 0.0 0.1 0.0
C 0.91255 0.87911 -4.14051 -0.3 -0.1 -0.3
C 1.30468 1.25790 -5.45504 0.4 0.2 -0.3
C -0.52248 2.07038 -11.54474 0.1 0.1 0.0
C 0.04536 -1.49034 -4.44102 0.3 0.0 0.2
C 1.51384 2.65128 -5.69395 0.2 -0.1 0.3
C 3.11444 2.00700 -0.67342 -0.1 -0.1 -0.3
C -0.45744 -2.79271 -2.44332 0.3 0.2 0.0
C 4.50541 0.01473 -0.21592 0.2 -0.1 -0.1
C 1.75998 0.87159 -7.83082 0.1 -0.2 0.3
C 1.53348 0.37642 -6.55388 -0.3 0.1 -0.2
C 3.31284 0.55967 2.67100 -0.2 0.4 -0.4
C 2.66371 1.05648 3.80918 -0.2 0.3 -0.1
C 1.84701 2.20783 3.74835 0.2 -0.3 0.0
C 0.19882 -0.46908 -2.23528 0.0 0.1 -0.2
C 1.65482 2.90385 2.54789 0.3 -0.3 -0.3
C 3.30811 2.07524 -2.03768 -0.2 -0.2 1.2
C 2.30568 2.40066 1.42178 0.0 0.0 0.4
C -0.88383 -4.07501 -1.79566 0.0 -0.3 -0.1
C -0.23920 -1.64802 -1.65867 0.1 0.3 0.0
C -0.98438 3.37142 -11.76647 0.1 -0.1 0.0
C 1.89783 3.13751 -6.92414 -0.1 -0.2 -0.1
C 0.58809 1.84415 -10.72755 0.0 0.5 0.1
C 0.81503 4.26340 -10.41677 -0.1 -0.6 0.3
C 1.22446 2.95009 -10.15924 -0.6 0.0 0.0
C -0.28002 -2.69715 -3.83361 -0.1 0.2 -0.3
C -0.32218 4.46387 -11.19714 0.2 -0.1 -0.2
C 1.96962 2.24576 -8.00277 -0.1 0.6 -1.1
H -0.42238 -3.59689 -4.44024 -0.2 0.4 0.1
H 3.95589 -0.32209 2.67325 -0.3 0.3 0.3
H -1.87819 -3.98205 -1.33822 0.2 0.1 -0.1
H 2.43306 4.76069 -0.75405 -0.1 -0.1 0.1
H 2.10628 4.19466 -7.09091 -0.1 -0.3 0.0
H 5.46597 0.43815 -0.54093 -0.2 -0.1 0.1
H 1.36959 3.35065 -4.87217 0.1 -0.2 -0.1
H 2.92087 2.93267 -2.56654 0.2 -0.1 -0.1
H 4.67806 -0.65020 0.63239 0.0 0.0 -0.2
H -1.85745 3.53416 -12.40053 0.3 0.0 0.2
H 4.08291 -0.55322 -1.05359 0.1 0.0 0.2
H 3.95201 1.34008 -2.49859 0.0 0.3 -0.2
H 1.03709 3.79825 2.45419 0.2 -0.3 0.3
H -0.92047 -4.89145 -2.52403 0.0 0.1 0.2
H -0.19583 -4.35809 -0.98871 -0.1 0.1 -0.2
H -0.40815 -1.70780 -0.57935 0.1 0.1 -0.4
H 0.36736 0.41415 -1.61445 0.1 -0.3 -0.1
H -0.02209 -1.39651 -5.52617 0.2 -0.2 0.4
H 2.78911 0.54993 4.76739 0.0 0.2 -0.3
H 1.53079 -0.70110 -6.40205 0.0 0.3 -0.1
H 1.80331 0.21402 -8.70174 0.2 0.2 0.5
H 1.36159 2.55860 4.66051 0.2 -0.1 -0.3
H 1.08001 4.45550 0.37027 0.1 0.0 -0.2
H 1.36737 5.08777 -9.96476 -0.2 -0.2 -0.1
H 0.95756 1.68358 -3.40387 0.0 -0.2 -0.1
H -1.01486 1.21327 -12.00639 0.1 0.3 0.1
H 1.06581 3.75147 -1.27459 0.0 0.1 0.1
H -0.67346 5.48189 -11.36929 0.1 -0.3 0.0
H 0.95867 0.84073 -10.51128 -0.2 0.3 -0.3
```
Forces are in eV/Å.

Values from the calculation:
Relative energy (zero: lowest compared OMol25 entry of this formula, charge and spin): 2.084 eV
Max |F|: 1.25 eV/A
E_HOMO: -0.3373 hartree
Total charge: +1
Gap between HOMO and LUMO: 0.142 Eh
DFT total energy: -36600.816 eV

These are the Mulliken partial charges, in e, on atoms 1 to 8:
1 O -0.440
2 N 0.193
3 N 0.263
4 C 0.448
5 C 1.016
6 C -0.955
7 C -0.089
8 C 0.722

=====

Record 2
A 2-piece molecular cluster, C30H29O3S overall in a non-equilibrium geometry. Source: the OMol25 dataset; level of theory: wB97M-V/def2-TZVPD.

The geometry in XYZ format:
```
63
Properties=species:S:1:pos:R:3:forces:R:3
S 1.72216 1.72911 1.35125 1.0 0.7 -0.5
O 0.23481 -6.32088 0.38835 -0.6 1.5 0.6
O -2.65188 3.55662 -0.23276 0.2 -0.9 0.2
O 1.67145 -0.62162 -0.60243 0.0 0.1 0.2
C 5.94910 -1.13555 -3.18112 -0.3 0.1 0.2
C 2.72887 0.04247 -0.55538 -0.3 0.3 0.4
C -4.03118 3.55780 -0.50367 -0.5 -0.3 0.2
C 0.02575 -6.78527 -0.95834 0.0 0.0 -0.1
C 3.87627 -1.63905 -2.01795 0.3 0.2 0.0
C -0.43901 -2.39114 1.60898 0.2 0.5 0.3
C 3.86963 -0.34885 -1.45800 0.2 -0.1 -0.5
C -1.06930 0.27071 0.04436 -0.3 -0.7 0.1
C -0.95049 -2.83226 0.34896 0.1 -0.4 -0.2
C 0.09820 -3.39039 2.48289 0.2 -0.2 -0.1
C -5.91574 2.73822 -1.74223 0.1 0.1 0.0
C 2.93001 1.16420 0.29972 0.8 -0.7 -0.3
C 4.91390 -2.02998 -2.86887 0.0 0.3 0.1
C -6.24448 4.20429 0.15795 0.1 0.2 -0.2
C -4.86307 4.29087 0.34598 0.1 -0.4 -0.3
C 4.88340 0.55833 -1.81047 -0.1 -0.5 0.1
C -1.09885 0.04656 1.44351 0.0 1.2 -0.6
C -1.72119 1.03549 2.25613 0.4 -0.5 0.1
C 2.78408 2.45635 2.65087 -0.6 -0.2 0.0
C -0.74884 -4.12683 -0.09382 -0.1 0.3 0.0
C 0.22325 -4.69160 2.08376 0.1 -0.2 -0.1
C 1.17898 3.28757 0.55983 -0.3 0.1 0.5
C -4.53309 2.76547 -1.53991 -0.1 0.4 0.3
C -6.77169 3.44957 -0.89511 0.2 0.0 0.0
C -2.21408 2.34563 0.30878 -0.5 0.4 -0.3
C -0.11725 -5.06511 0.75722 0.5 -0.7 -0.4
C -1.68771 1.36269 -0.53123 0.2 0.5 0.3
C 5.92763 0.15978 -2.65105 -0.3 -0.1 0.1
C -0.43392 -1.05498 2.05539 -0.8 -1.3 -0.1
C -2.29289 2.15711 1.69639 0.1 0.2 -0.2
H 4.83224 1.57249 -1.41081 0.2 -0.3 -0.3
H 0.48316 3.79404 1.24109 0.2 0.0 -0.2
H -4.41393 4.88680 1.14359 -0.2 -0.2 -0.3
H 0.38318 -7.81621 -0.93241 -0.1 0.2 -0.1
H 3.30546 1.61996 3.12895 -0.1 0.2 -0.2
H 3.49098 3.16209 2.19766 -0.2 -0.3 0.1
H -6.31717 2.15761 -2.57414 0.1 0.2 0.3
H 4.91424 -3.03554 -3.28877 0.0 0.3 0.1
H -2.77968 2.92094 2.30235 0.2 -0.2 -0.1
H 3.91465 1.62134 0.42724 -0.5 -0.1 -0.1
H 0.63431 -5.46348 2.72666 0.0 0.2 0.0
H -3.84390 2.19187 -2.16399 -0.3 0.2 0.1
H 3.06162 -2.32690 -1.77694 0.3 0.3 0.0
H -6.90408 4.74951 0.83524 0.1 -0.2 -0.3
H -1.48809 -2.12898 -0.28237 0.2 -0.3 0.1
H -1.03780 -6.76529 -1.23268 0.3 0.0 0.1
H 6.76287 -1.44224 -3.84168 -0.3 0.1 0.2
H -7.85010 3.42513 -1.06153 0.4 0.0 0.1
H 6.71461 0.87292 -2.88612 -0.1 -0.2 0.0
H -0.49564 -0.39743 -0.58638 0.0 0.1 0.1
H 0.61882 -6.20217 -1.67584 -0.1 -0.1 0.3
H 0.41410 -3.09776 3.48422 0.0 -0.1 -0.2
H -1.05799 -4.42432 -1.09685 0.0 0.2 0.4
H -1.74268 0.88511 3.33610 0.0 0.1 -0.2
H 2.13122 2.95535 3.37680 0.2 0.0 -0.2
H 2.06524 3.90169 0.35337 -0.3 -0.2 0.0
H 0.02198 -0.88405 3.03557 -0.3 -0.1 -0.1
H 0.65548 3.02418 -0.36448 0.2 0.0 0.2
H -1.70593 1.49798 -1.61183 0.2 0.1 0.3
```
Forces are in eV/Å.

Values from the calculation:
Max |F|: 1.73 eV/A
E_HOMO: -0.3716 hartree
Total charge: +1
Gap between HOMO and LUMO: 0.186 Eh
DFT total energy: -48549.253 eV

These are the Mulliken partial charges, in e, on atoms 1 to 8:
1 S 0.736
2 O -0.398
3 O -0.472
4 O -0.559
5 C -0.404
6 C 0.615
7 C 0.374
8 C -0.772

=====

Record 3
C30H30BrGeN4O3Tl as an isolated structure in a non-equilibrium geometry. Source: the OMol25 dataset; level of theory: wB97M-V/def2-TZVPD.

The geometry in XYZ format:
```
70
Properties=species:S:1:pos:R:3:forces:R:3
Tl 11.72913 11.80316 12.13441 0.3 -0.2 0.6
Br 16.22550 12.00014 6.44945 0.7 0.1 -0.2
Ge 11.23650 8.22531 12.10992 0.4 -0.6 0.5
O 14.29416 10.04218 13.33078 0.6 -0.1 -0.2
O 16.56587 8.79339 12.77078 -0.2 -0.6 0.3
O 12.33011 13.85590 12.45876 -0.3 1.7 0.1
N 8.50767 13.05339 10.44354 -1.0 0.0 2.3
N 14.61991 11.52651 15.12727 2.0 -1.0 0.1
N 10.74415 12.39708 8.91795 1.3 0.8 2.2
N 13.81469 12.38607 14.55806 -2.5 3.0 -1.1
C 11.25731 8.35128 14.10447 0.3 0.1 -0.2
C 7.08872 12.43941 8.58315 0.4 0.1 0.6
C 10.78117 9.92008 11.29703 1.4 -1.4 -0.8
C 6.20214 13.66406 10.44912 -0.6 0.6 0.8
C 12.23582 11.30334 7.29931 -0.4 -0.4 -0.7
C 8.34321 12.48383 9.24140 1.6 0.5 -0.9
C 13.02166 12.97516 8.88441 -0.4 0.7 0.8
C 12.97500 14.67796 14.60492 -1.8 2.0 -1.3
C 9.55271 12.13178 8.53050 -1.6 -0.8 -2.0
C 12.06041 14.65189 13.46161 1.4 -0.2 1.1
C 11.00604 15.58089 13.50082 0.3 -0.4 -0.4
C 7.42146 13.55029 11.09061 1.2 -0.3 -1.1
C 17.99959 9.71733 16.48457 0.1 0.6 0.4
C 16.89868 8.87034 14.07936 -1.0 1.0 0.4
C 16.08978 9.73403 14.92873 2.6 -0.3 0.1
C 12.91217 7.36290 11.53670 0.3 1.0 0.9
C 10.83989 16.46246 14.53750 -1.0 0.1 0.9
C 9.87126 6.99097 11.41838 -1.6 1.4 0.6
C 12.90161 15.82772 15.44634 1.5 -1.1 0.5
C 13.50371 11.26148 6.73370 0.7 1.6 0.9
C 11.94885 12.21003 8.34817 -0.1 0.1 -0.1
C 6.02174 13.03512 9.19876 0.3 -0.3 -0.3
C 13.91211 13.65781 14.89020 0.7 -3.1 -0.2
C 14.29249 12.96113 8.35700 0.8 -0.7 -0.3
C 18.67006 8.79500 15.73135 -1.0 -1.4 -0.7
C 11.74189 16.56708 15.58686 0.2 0.9 -0.2
C 14.88052 10.43905 14.38094 -0.6 0.9 1.0
C 16.75607 10.18605 16.10456 -1.1 -0.1 0.0
C 18.06874 8.25542 14.57479 0.9 0.7 0.5
C 14.53518 12.15758 7.24119 -2.1 -1.8 -0.5
H 9.92560 17.04784 14.59139 0.0 0.1 -0.2
H 12.74711 6.84759 10.62630 -0.1 -0.4 -1.1
H 13.61101 8.17909 11.39952 0.4 0.1 -0.3
H 13.40276 6.68148 12.23618 -0.4 0.1 0.2
H 8.95208 7.30645 11.95812 0.3 -0.7 0.1
H 10.32001 15.59545 12.68366 -0.4 -0.1 -0.5
H 15.68691 9.26562 12.68082 0.0 -0.2 0.1
H 13.70118 10.59305 5.89947 0.2 0.1 0.2
H 10.51598 7.71796 14.57202 -0.7 0.1 0.0
H 9.40954 11.77316 7.47917 -0.2 0.0 0.5
H 12.19038 7.92915 14.49047 0.2 0.4 -0.3
H 11.13718 9.99428 10.26490 -0.1 0.0 0.0
H 5.46658 14.34711 10.89718 -0.1 -0.8 -0.2
H 12.78778 13.63954 9.74659 0.2 -0.6 -0.6
H 5.05494 12.94551 8.73728 -0.4 0.4 -0.1
H 9.56947 7.27855 10.42057 0.5 0.0 -0.6
H 11.17141 9.40344 14.43844 0.0 -0.6 -0.1
H 19.58682 8.37731 16.11165 0.3 -0.1 -0.1
H 9.75414 10.14004 11.33500 -1.5 0.4 0.1
H 15.15518 13.43593 8.84844 -0.7 0.1 -0.3
H 14.68791 13.90542 15.57395 0.9 0.3 0.8
H 16.29349 10.93890 16.76282 0.0 -0.5 -0.7
H 10.01310 5.93338 11.46324 0.2 -0.7 0.3
H 18.65972 7.46828 14.08992 -0.7 0.5 -0.5
H 13.85331 16.13760 15.95690 -1.1 -0.8 0.3
H 7.12144 12.00890 7.59246 -0.6 -0.2 -0.1
H 11.40744 10.65103 6.91219 1.0 0.6 0.4
H 11.55600 17.25309 16.44085 0.4 -0.3 -0.9
H 7.56451 13.89341 12.13788 0.0 0.0 -0.9
H 18.47731 10.09059 17.38151 -0.1 0.2 0.1
```
Forces are in eV/Å.

Values from the calculation:
Relative energy (zero: lowest compared OMol25 entry of this formula, charge and spin): 1.040 eV
Max |F|: 4.05 eV/A
E_HOMO (spin up / spin down): -0.0283 / -0.0036 hartree
Total charge: -2
Gap between HOMO and LUMO (spin up / spin down): 0.179 / 0.155 Eh
DFT total energy: -174947.433 eV

These are the Mulliken partial charges, in e, on atoms 1 to 8:
1 Tl 1.134
2 Br -0.272
3 Ge 0.662
4 O -0.675
5 O -0.634
6 O -0.507
7 N -0.183
8 N -0.683